1.
{
  "formula": "C48H55N2O2P2V",
  "method": "ωB97M-V with the def2-TZVPD basis set",
  "species": ["V", "P", "P", "O", "O", "N", "N", "C", "C", "C", "C", "C", "C", "C", "C", "C", "C", "C", "C", "C", "C", "C", "C", "C", "C", "C", "C", "C", "C", "C", "C", "C", "C", "C", "C", "C", "C", "C", "C", "C", "C", "C", "C", "C", "C", "C", "C", "C", "C", "C", "C", "C", "C", "C", "C", "H", "H", "H", "H", "H", "H", "H", "H", "H", "H", "H", "H", "H", "H", "H", "H", "H", "H", "H", "H", "H", "H", "H", "H", "H", "H", "H", "H", "H", "H", "H", "H", "H", "H", "H", "H", "H", "H", "H", "H", "H", "H", "H", "H", "H", "H", "H", "H", "H", "H", "H", "H", "H", "H", "H"],
  "coordinates": [[0.099, -0.977, 0.486], [-0.333, 1.240, -1.878], [1.524, 0.600, 2.035], [0.290, -3.666, -1.400], [-0.819, -1.715, -1.059], [1.542, -2.234, 0.777], [-1.067, 0.732, 0.918], [3.427, 1.628, 3.927], [-0.572, -3.459, -4.136], [-3.519, 0.683, 0.587], [-1.240, -3.601, -5.344], [3.857, -2.983, 0.466], [2.448, -3.986, 2.162], [5.197, -1.937, -1.272], [-3.199, 1.224, -2.085], [3.952, -0.554, 2.801], [-4.627, 0.826, -0.231], [-0.123, 0.393, -3.518], [-0.852, -2.267, 1.752], [-1.073, 1.343, 2.153], [1.812, 3.524, 1.800], [0.062, 1.631, 4.290], [-0.508, -2.809, -1.715], [3.680, -3.903, 1.544], [2.895, -1.299, -0.987], [-2.062, 1.052, -1.294], [-5.689, 1.292, -2.487], [5.069, -2.834, -0.230], [-2.215, 0.819, 0.092], [-2.087, 2.184, 2.657], [-1.240, -2.958, -3.026], [-1.211, 0.349, -4.589], [-2.049, 2.651, 3.961], [-1.009, 2.333, 4.832], [-2.584, -2.614, -3.123], [-3.263, -2.786, -4.323], [-1.015, 3.613, -3.444], [-4.489, 1.117, -1.586], [-1.029, 2.764, 6.279], [3.259, 2.067, 0.338], [1.388, -3.178, 1.770], [-0.284, 3.073, -2.217], [2.832, 0.357, 3.320], [1.221, 0.858, -4.087], [0.075, 1.193, 2.971], [-0.781, 3.803, -0.962], [4.096, -1.171, -1.659], [-2.679, -3.422, 2.895], [0.018, -3.243, 2.290], [-2.211, -2.415, 2.060], [2.753, -2.179, 0.095], [-2.590, -3.272, -5.438], [-1.787, -4.337, 3.450], [1.931, 2.171, 1.092], [-0.442, -4.257, 3.135], [4.344, -0.215, 1.838], [3.603, -1.576, 2.673], [-0.715, -3.980, -6.213], [2.035, -0.718, -1.311], [-3.083, -2.204, -2.250], [-0.068, 2.565, 6.758], [-0.395, 3.371, -0.034], [4.180, -0.478, -2.489], [-6.563, 1.612, -1.918], [-0.842, -0.231, -5.443], [-2.923, 2.454, 2.025], [2.300, -0.194, 4.100], [4.784, -0.570, 3.513], [-3.650, 0.475, 1.641], [-4.315, -2.529, -4.394], [2.724, 3.776, 2.344], [0.784, 3.286, -2.331], [-2.864, 3.277, 4.316], [1.215, 1.916, -4.362], [-5.497, 2.040, -3.259], [0.921, 1.439, 4.925], [1.463, 0.283, -4.985], [0.470, -3.736, -4.032], [4.140, 2.084, 3.236], [1.136, 2.119, 0.347], [6.142, -1.835, -1.794], [4.510, -4.525, 1.858], [-2.091, 3.427, -3.373], [-3.741, -3.506, 3.107], [-1.872, 3.755, -0.907], [2.288, -4.701, 2.960], [-5.622, 0.716, 0.194], [-1.796, 2.230, 6.849], [0.018, -0.638, -3.190], [1.661, 4.304, 1.044], [0.243, -5.003, 3.529], [2.030, 0.706, -3.366], [3.976, 1.361, 4.836], [-3.115, -3.394, -6.379], [-0.488, 4.858, -0.994], [-2.146, -5.125, 4.102], [2.685, 2.379, 4.188], [-1.495, 1.340, -4.957], [0.969, 3.569, 2.492], [-1.237, 3.833, 6.379], [3.289, 1.200, -0.323], [4.111, 1.997, 1.021], [5.913, -3.448, 0.069], [-0.874, 4.698, -3.500], [-2.099, -0.158, -4.224], [-5.951, 0.360, -2.995], [-2.933, -1.738, 1.621], [3.403, 2.965, -0.273], [-0.653, 3.185, -4.378], [-3.086, 1.459, -3.135]],
  "forces_ev_per_angstrom": [[-0.088, 0.520, 0.126], [-0.054, -0.111, 0.129], [-0.376, 0.646, 0.239], [0.259, -0.104, 0.189], [0.091, -0.736, -0.692], [1.028, -0.783, -0.163], [-0.801, 0.378, -0.160], [0.085, -0.001, 0.014], [-0.038, -0.051, -0.046], [-0.054, -0.103, -0.041], [-0.089, 0.022, 0.000], [-0.058, -0.159, 0.128], [0.090, -0.070, -0.059], [0.008, -0.034, 0.047], [0.127, -0.119, -0.049], [-0.017, 0.031, 0.017], [0.020, -0.021, -0.022], [-0.007, 0.006, -0.059], [-0.115, -0.415, 0.525], [-0.091, -0.175, -0.225], [0.023, -0.024, -0.004], [0.085, -0.014, 0.005], [-0.324, 0.549, -0.037], [0.031, 0.059, -0.059], [-0.086, -0.060, 0.007], [0.003, 0.018, 0.026], [0.076, -0.029, 0.077], [0.007, -0.007, -0.018], [0.392, 0.252, 0.143], [-0.042, 0.062, 0.138], [-0.270, 0.121, 0.064], [0.067, 0.117, -0.080], [0.023, 0.008, -0.037], [-0.020, 0.045, 0.015], [-0.081, 0.073, -0.030], [0.040, 0.002, -0.004], [-0.057, 0.082, 0.014], [-0.105, 0.001, 0.048], [0.009, -0.037, -0.087], [-0.007, 0.001, 0.028], [-0.084, 0.206, -0.124], [0.027, 0.067, 0.085], [0.089, -0.186, -0.102], [0.064, 0.003, -0.020], [0.069, 0.017, -0.027], [-0.004, 0.081, 0.018], [-0.019, 0.005, 0.008], [0.054, 0.001, -0.011], [0.020, 0.032, -0.222], [0.160, 0.008, 0.082], [-0.155, 0.006, 0.116], [0.064, -0.009, 0.049], [0.033, 0.028, -0.008], [0.132, -0.058, 0.048], [0.033, 0.015, 0.076], [-0.002, 0.003, 0.046], [-0.018, 0.017, -0.019], [-0.006, 0.018, 0.025], [-0.013, 0.018, 0.009], [0.034, -0.014, -0.068], [-0.028, 0.012, -0.024], [-0.037, 0.025, -0.093], [-0.016, -0.022, 0.017], [0.009, -0.002, -0.006], [-0.032, 0.041, 0.055], [0.082, 0.040, 0.100], [-0.038, -0.015, 0.094], [-0.050, 0.002, -0.009], [-0.050, -0.075, -0.070], [0.050, -0.016, 0.017], [-0.032, -0.017, 0.016], [0.037, 0.019, -0.011], [0.008, -0.027, -0.020], [-0.024, -0.031, -0.020], [0.009, -0.011, 0.012], [-0.026, 0.012, -0.042], [0.010, 0.005, 0.023], [-0.016, -0.011, -0.002], [-0.046, -0.003, 0.034], [-0.036, -0.003, -0.078], [-0.024, -0.015, 0.017], [-0.024, 0.005, -0.015], [0.092, 0.006, -0.006], [0.021, 0.009, -0.002], [0.057, -0.001, 0.003], [0.015, 0.014, -0.017], [0.052, 0.005, -0.001], [0.020, 0.001, -0.016], [0.011, -0.083, 0.004], [0.025, -0.039, 0.045], [-0.040, 0.032, -0.020], [-0.033, 0.037, -0.018], [0.018, 0.040, -0.031], [0.016, 0.003, 0.017], [-0.033, -0.059, -0.010], [-0.003, -0.001, -0.006], [-0.024, -0.003, -0.002], [0.022, -0.099, 0.031], [0.016, -0.037, -0.030], [0.006, -0.030, -0.011], [-0.005, 0.008, 0.044], [-0.050, 0.032, -0.044], [-0.008, 0.016, -0.002], [-0.030, -0.029, -0.013], [-0.066, -0.002, 0.027], [0.019, 0.004, 0.016], [-0.055, 0.121, -0.025], [-0.002, -0.035, -0.005], [0.016, 0.006, 0.042], [0.052, -0.034, -0.035]],
  "lowdin_spin": [2.122, 0.001, 0.010, 0.013, 0.020, 0.082, 0.016, -0.001, 0.000, 0.002, 0.000, 0.010, 0.014, 0.002, 0.000, 0.001, 0.000, 0.000, 0.016, 0.005, 0.000, 0.002, 0.010, 0.203, 0.013, 0.001, 0.000, 0.050, 0.003, 0.002, -0.001, 0.000, 0.001, 0.004, 0.001, 0.000, 0.000, 0.002, 0.001, 0.000, 0.172, 0.000, -0.002, 0.000, 0.009, 0.000, 0.055, 0.029, 0.025, 0.010, 0.034, 0.000, 0.015, 0.002, 0.023, 0.000, 0.001, 0.000, 0.002, 0.000, 0.000, 0.000, 0.004, 0.000, 0.000, 0.000, 0.000, 0.000, 0.000, 0.000, 0.000, 0.000, 0.000, 0.000, 0.000, 0.000, 0.000, 0.000, 0.000, 0.001, -0.001, 0.014, 0.000, 0.002, 0.000, -0.005, 0.000, 0.000, 0.000, 0.000, 0.000, 0.000, 0.000, 0.000, 0.000, 0.000, 0.000, 0.000, 0.000, 0.000, 0.000, 0.000, 0.002, 0.000, 0.000, 0.000, 0.000, 0.000, 0.000, 0.000],
  "spin_multiplicity": 4,
  "e_lumo_ha": [0.095, 0.095],
  "total_charge": -1,
  "mol_weight_g_mol": 804.87
}

2.
{
  "formula": "C26H35N3O4S",
  "method": "ωB97M-V with the def2-TZVPD basis set",
  "species": ["S", "O", "O", "O", "O", "N", "N", "N", "C", "C", "C", "C", "C", "C", "C", "C", "C", "C", "C", "C", "C", "C", "C", "C", "C", "C", "C", "C", "C", "C", "C", "C", "C", "C", "H", "H", "H", "H", "H", "H", "H", "H", "H", "H", "H", "H", "H", "H", "H", "H", "H", "H", "H", "H", "H", "H", "H", "H", "H", "H", "H", "H", "H", "H", "H", "H", "H", "H", "H"],
  "coordinates": [[-4.099, 1.739, 2.425], [2.995, -2.471, -1.252], [-3.714, -0.381, 0.400], [0.574, 1.702, -1.052], [-1.143, -2.891, -1.523], [1.742, 0.043, -2.096], [0.297, -1.655, -0.348], [-1.851, 0.483, -0.564], [2.106, 0.600, -3.400], [4.217, -3.085, -0.885], [0.794, 1.362, 1.852], [1.059, 1.587, -3.906], [-2.925, 1.708, 1.157], [0.283, 1.883, 3.026], [0.319, 0.157, 1.350], [2.551, -4.745, -0.694], [4.006, -4.575, -1.130], [-1.159, -0.002, 3.241], [-2.187, 2.860, 1.128], [-1.233, 1.764, 5.024], [0.955, -2.894, 0.032], [3.505, 1.242, -3.297], [-0.820, -1.791, -1.111], [3.564, 2.486, -2.418], [1.053, 0.581, -1.089], [2.180, -0.597, -4.356], [-3.581, 3.300, 2.906], [1.917, -3.393, -1.055], [-2.883, 0.504, 0.312], [0.927, -0.422, 0.090], [-0.699, 1.210, 3.740], [-0.660, -0.524, 2.063], [-1.668, -0.581, -1.509], [-2.566, 3.771, 2.132], [3.149, 2.285, -1.435], [-4.059, 3.785, 3.734], [-1.046, -1.463, 1.696], [1.398, 2.031, -4.839], [-1.244, -0.171, -2.432], [4.697, -5.193, -0.563], [3.842, 1.496, -4.304], [-1.230, 2.851, 5.006], [5.007, -2.643, -1.494], [0.186, -3.658, 0.170], [-1.926, -0.544, 3.775], [2.497, -4.904, 0.384], [1.489, -2.737, 0.972], [2.943, -1.300, -4.029], [-1.175, 1.235, -0.558], [0.118, 1.073, -4.091], [1.363, -3.449, -1.999], [2.159, -0.866, -1.924], [-2.104, 4.733, 2.270], [-2.247, 1.416, 5.203], [1.561, 1.901, 1.317], [1.223, -1.115, -4.386], [4.597, 2.803, -2.296], [0.656, 2.828, 3.395], [0.880, 2.373, -3.181], [-0.610, 1.438, 5.859], [1.969, -0.681, 0.328], [3.007, 3.306, -2.863], [4.189, 0.490, -2.897], [4.114, -4.797, -2.192], [4.433, -2.892, 0.175], [-1.401, 3.061, 0.422], [2.051, -5.569, -1.194], [2.423, -0.263, -5.361], [-2.654, -1.002, -1.735]],
  "forces_ev_per_angstrom": [[0.312, 0.317, -0.222], [-0.148, 0.179, -0.058], [-0.141, -0.249, 0.112], [-0.038, 0.462, -0.047], [-0.153, -0.183, -0.149], [0.204, -0.138, -0.281], [0.423, -0.163, 0.353], [0.023, 0.136, -0.160], [0.153, 0.170, -0.351], [0.427, -0.166, 0.095], [0.036, -0.100, 0.012], [0.119, -0.002, 0.190], [-0.368, 0.341, 0.425], [0.027, -0.102, 0.061], [0.147, -0.007, 0.093], [0.063, 0.225, -0.109], [-0.079, 0.233, 0.015], [0.099, 0.054, 0.059], [-0.204, -0.435, -0.186], [0.083, -0.036, 0.056], [0.156, -0.290, -0.428], [-0.219, 0.109, 0.109], [-0.278, 0.212, -0.158], [0.056, -0.192, -0.128], [0.177, -0.396, 0.296], [-0.040, 0.194, 0.143], [-0.131, -0.363, -0.091], [-0.591, -0.332, 0.198], [0.250, 0.053, -0.370], [-0.233, 0.254, 0.140], [-0.005, -0.018, -0.003], [0.248, -0.039, -0.003], [-0.369, -0.109, -0.103], [-0.104, 0.149, 0.215], [-0.037, 0.043, 0.132], [-0.077, 0.144, 0.179], [-0.061, -0.083, -0.065], [0.052, -0.007, -0.153], [-0.044, -0.049, 0.051], [0.057, -0.048, -0.011], [0.040, -0.071, -0.081], [-0.043, 0.073, 0.046], [-0.005, -0.026, 0.083], [0.129, 0.049, 0.083], [-0.114, -0.042, 0.059], [-0.024, -0.048, 0.056], [0.020, -0.003, 0.013], [0.111, -0.122, 0.029], [-0.068, -0.052, 0.025], [-0.123, -0.032, -0.029], [0.049, 0.000, 0.142], [-0.016, 0.002, 0.164], [0.057, 0.171, 0.045], [-0.085, 0.022, 0.052], [0.063, 0.083, -0.064], [-0.106, -0.059, -0.013], [0.060, 0.079, 0.034], [0.026, 0.129, 0.044], [-0.039, 0.067, -0.078], [-0.007, 0.015, 0.104], [-0.203, -0.020, -0.118], [-0.067, 0.129, 0.018], [0.027, -0.074, -0.081], [0.046, -0.016, -0.014], [0.019, -0.011, -0.089], [0.175, -0.020, -0.171], [-0.056, -0.047, 0.039], [0.051, 0.041, -0.101], [0.285, 0.013, -0.054]],
  "nbo_charge": [0.497, -0.575, -0.627, -0.671, -0.627, -0.645, -0.453, -0.643, 0.144, -0.060, -0.219, -0.633, -0.320, -0.206, 0.040, -0.432, -0.426, -0.203, -0.212, -0.633, -0.238, -0.399, 0.684, -0.609, 0.709, -0.611, -0.410, 0.092, 0.659, -0.174, -0.005, -0.236, -0.321, -0.261, 0.209, 0.234, 0.224, 0.212, 0.223, 0.221, 0.203, 0.217, 0.194, 0.243, 0.216, 0.204, 0.203, 0.210, 0.437, 0.209, 0.203, 0.439, 0.222, 0.219, 0.215, 0.216, 0.211, 0.208, 0.248, 0.218, 0.243, 0.208, 0.198, 0.208, 0.164, 0.234, 0.231, 0.217, 0.265],
  "smiles": "CCC(C)(C)NC(=O)[C@@H](c1ccc(C)cc1)N(C[C@@H]1CCCO1)C(=O)CNC(=O)c1cccs1",
  "e_lumo_ha": 0.020,
  "total_charge": 0,
  "mol_weight_g_mol": 485.65,
  "e_above_lowest_kcal_mol": 0.00
}